1.
C26H47Cl2PTm | the ωB97M-V functional and the def2-TZVPD basis

The strongest force on any atom comes out at 4.01 eV/Å. As for the multiplicity: 3. The total charge is -1. The gap between HOMO and LUMO (alpha / beta) is 0.1791 / 0.1788 hartree. For the total energy, the calculation gives -91589.643 eV.

XYZ file:
```
77
Properties=species:S:1:pos:R:3:lowdin_charge:R:1
Tm -0.80 -0.14 0.04 0.665
P 0.66 1.87 -1.43 1.069
Cl -1.26 1.46 1.92 -0.050
C -2.03 -1.60 1.02 -0.330
H -2.52 -1.27 1.94 0.007
H -2.61 -2.34 0.46 0.019
C 1.91 2.96 -0.56 -0.426
C -0.77 2.91 -2.06 -0.442
C 1.27 3.71 0.61 -0.223
H 2.60 2.19 -0.15 0.116
C 2.33 4.36 1.51 -0.196
H 0.59 4.48 0.23 0.101
H 0.65 3.02 1.22 0.031
C 3.28 5.27 0.72 -0.212
H 1.84 4.94 2.30 0.109
H 2.91 3.57 2.00 0.115
C 3.85 4.58 -0.54 -0.202
H 2.75 6.18 0.42 0.109
H 4.11 5.58 1.36 0.101
C 2.77 3.91 -1.41 -0.210
H 4.41 5.30 -1.14 0.103
H 4.56 3.81 -0.23 0.112
H 2.13 4.69 -1.85 0.101
H 3.25 3.39 -2.24 0.085
C 1.47 1.14 -2.95 -0.438
C -0.45 4.35 -2.46 -0.217
H -1.08 2.37 -2.98 0.094
C -1.67 5.02 -3.12 -0.200
H -0.16 4.93 -1.57 0.099
H 0.40 4.40 -3.16 0.092
C -2.94 4.93 -2.26 -0.207
H -1.44 6.06 -3.34 0.103
H -1.86 4.52 -4.08 0.111
C -3.20 3.53 -1.69 -0.191
H -2.86 5.65 -1.43 0.110
H -3.80 5.25 -2.86 0.101
C -1.95 2.89 -1.07 -0.273
H -4.00 3.57 -0.94 0.113
H -3.56 2.88 -2.50 0.114
H -1.68 3.43 -0.15 0.088
H -2.22 1.86 -0.75 0.026
C 2.80 0.47 -2.59 -0.201
H 0.76 0.35 -3.23 0.077
C 3.43 -0.25 -3.80 -0.195
H 3.51 1.22 -2.21 0.102
H 2.66 -0.26 -1.77 0.111
C 3.49 0.62 -5.06 -0.209
H 4.43 -0.60 -3.53 0.106
H 2.83 -1.15 -4.01 0.114
C 2.17 1.34 -5.37 -0.200
H 4.29 1.36 -4.94 0.108
H 3.78 -0.01 -5.91 0.102
C 1.59 2.08 -4.15 -0.206
H 2.32 2.04 -6.19 0.104
H 1.44 0.60 -5.71 0.115
H 2.25 2.93 -3.90 0.096
H 0.62 2.50 -4.43 0.102
C 0.60 -1.37 1.32 -0.401
C -0.58 -2.20 1.42 -0.498
H 0.51 -0.41 1.89 0.022
C -0.40 -3.64 0.82 -0.179
H -0.72 -2.35 2.51 0.119
C 0.91 -4.23 1.35 -0.223
H -1.25 -4.25 1.15 0.106
H -0.41 -3.60 -0.27 0.088
C 2.13 -3.41 0.96 -0.213
H 0.84 -4.28 2.44 0.109
H 1.02 -5.26 0.98 0.095
C 1.99 -1.92 1.34 -0.248
H 3.02 -3.83 1.44 0.095
H 2.29 -3.47 -0.13 0.102
H 2.43 -1.78 2.33 0.090
H 2.63 -1.33 0.66 0.076
Cl -2.07 -0.41 -2.48 0.455
C -0.77 -1.49 -1.98 -0.724
H -1.20 -2.49 -1.86 -0.030
H 0.03 -1.44 -2.72 -0.047
```

=====

2.
H5NOSi2 | the ωB97M-V functional and the def2-TZVPD basis

The strongest force on any atom comes out at 3.58 eV/Å. The total charge is 0. The gap between HOMO and LUMO is 0.3152 hartree. For the total energy, the calculation gives -19373.155 eV.

XYZ file:
```
9
Properties=species:S:1:pos:R:3:lowdin_charge:R:1
N -0.42 0.87 -0.05 -0.291
O 0.96 -1.32 -0.05 -0.515
Si -1.35 -0.49 -0.01 0.726
Si 1.42 0.16 -0.01 0.311
H -0.89 1.71 -0.09 -0.034
H -1.11 -1.40 1.13 -0.045
H -2.30 -0.92 -1.19 -0.043
H 2.07 0.79 -1.11 -0.068
H 1.62 0.60 1.40 -0.042
```

=====

3.
C4H12O | the ωB97M-V functional and the def2-TZVPD basis

The strongest force on any atom comes out at 2.47 eV/Å. The total charge is 0. The gap between HOMO and LUMO is 0.4128 hartree. Its SMILES is CCC.CO. For the total energy, the calculation gives -6388.985 eV.

XYZ file:
```
17
Properties=species:S:1:pos:R:3:lowdin_charge:R:1
C 2.69 -0.78 1.21 -0.139
C 1.28 -0.34 0.89 -0.323
C 1.06 1.10 1.41 -0.125
H 3.31 0.12 1.35 0.067
H 3.31 -1.26 0.45 0.067
H 2.90 -1.24 2.18 0.070
H 1.12 -0.47 -0.18 0.090
H 0.47 -0.93 1.32 0.096
H 0.05 1.45 1.18 0.054
H 1.02 1.06 2.51 0.076
H 1.84 1.79 1.13 0.065
C -1.99 0.49 -1.78 -0.119
O -2.98 -0.58 -1.65 -0.137
H -2.66 1.35 -1.84 0.079
H -1.24 0.55 -1.00 0.056
H -1.49 0.25 -2.72 0.074
H -2.74 -1.18 -0.97 0.049
```

=====

4.
C4H4LiNaO5 | the ωB97M-V functional and the def2-TZVPD basis

The strongest force on any atom comes out at 2.02 eV/Å. As for the multiplicity: 2. The total charge is -1. The gap between HOMO and LUMO (alpha / beta) is 0.1337 / 0.1434 hartree. For the total energy, the calculation gives -19072.862 eV.

XYZ file:
```
15
Properties=species:S:1:pos:R:3:lowdin_charge:R:1
O 0.92 1.93 0.27 -0.089
O 0.81 0.06 -0.91 -0.083
C -2.03 -1.57 0.39 0.003
C -3.08 -0.54 0.11 -0.586
O -2.60 0.72 -0.13 -0.442
C 1.46 0.95 -0.30 -0.654
H -1.99 -2.51 -0.17 0.025
H -1.45 -1.49 1.32 0.038
H -3.80 -0.56 0.98 0.078
H -3.71 -0.94 -0.73 0.074
O 3.47 -0.37 -0.28 -0.087
O 3.68 1.79 0.07 -0.099
C 2.97 0.78 -0.17 -0.651
Li -0.90 1.18 -0.41 0.672
Na 6.26 0.57 -0.04 0.800
```

=====

- total charge of number 3 (C4H12O)?
  0

=====

- Number 4 is which compound?
  C4H4LiNaO5